{"formula": "CH6S2", "method": "ωB97M-V with the def2-TZVPD basis set", "e_lumo_ha": 0.0165, "max_force_ev_per_a": 1.202, "gap_ev": 9.9, "smiles": "SS.C", "e_tot_ha": -838.0467, "homo_ha": -0.3485, "mol_weight_g_mol": 82.19, "relative_energy_kcal_mol": 5.0, "symbols": ["S", "S", "H", "H", "C", "H", "H", "H", "H"], "coordinates": [[1.5278, 0.8922, 0.8342], [0.2845, -0.2656, -0.3304], [2.6608, 0.3037, 0.4881], [0.0991, 0.6387, -1.3194], [-3.1707, -1.0663, -0.7295], [-2.3164, -1.4249, -1.3008], [-2.8643, -0.4821, 0.1467], [-3.6046, -1.8938, -0.1611], [-3.7942, -0.4450, -1.3769]], "lowdin_charge": [0.232, 0.220, -0.224, -0.189, -0.073, -0.010, 0.003, 0.019, 0.021]}